1.
Molecular formula: C36H48N4O6P2Pd
Method: DFT, wB97M-V/def2-TZVPD

## Properties
Kohn-Sham gap = 4.56 eV
ΔE to the lowest compared entry with this formula, charge and spin = 0.0 kcal per mole

Structure (ORCA input):
```
! wB97M-V def2-TZVPD RIJCOSX def2/J DEFGRID3
* xyz -2 1
Pd -1.7530 -0.2043 -0.0151
C -2.2733 3.2862 2.1944
C -0.8437 2.8118 1.9423
C 0.1799 3.9228 2.1649
P -0.7393 1.9014 0.3198
C -1.4217 3.1327 -0.9192
C -1.0605 4.6182 -0.9450
C -1.3051 2.4693 -2.2868
C 1.0581 1.7626 0.0851
C 1.7813 2.5069 -0.8345
C 3.1247 2.2742 -1.1169
C 3.8900 3.1410 -2.0810
C 3.7103 1.1859 -0.4757
C 3.0191 0.4069 0.4341
C 1.6767 0.6964 0.8098
N 0.9167 0.0582 1.7251
C 1.2369 -1.1775 2.2188
C 2.4860 -1.5481 2.7552
C 2.7501 -2.8380 3.1898
C 1.7882 -3.8336 3.1119
C 2.0705 -5.2517 3.5336
C 0.5262 -3.4652 2.6452
C 0.2109 -2.1757 2.2442
P -1.4776 -1.6390 1.7300
C -2.4795 -3.2306 1.9289
C -2.8001 -3.7781 3.3210
C -3.7811 -3.1021 1.1352
C -1.9173 -0.6241 3.2412
C -3.3863 -0.2096 3.2194
C -1.4873 -1.0956 4.6301
H -2.3997 3.6061 3.2342
H -2.5283 4.1366 1.5567
H -2.9941 2.4916 1.9897
H -0.6017 2.0256 2.6572
H 0.0639 4.7449 1.4567
H 0.0720 4.3355 3.1748
H 1.1945 3.5382 2.0595
H -2.4855 3.0678 -0.6547
H -0.0038 4.8002 -1.1408
H -1.6287 5.1150 -1.7402
H -1.3088 5.1197 -0.0091
H -0.3260 2.6286 -2.7425
H -1.4263 1.3860 -2.1627
H -2.0624 2.8390 -2.9824
H 1.2866 3.3027 -1.3769
H 3.2076 3.7183 -2.7097
H 4.5472 3.8557 -1.5735
H 4.5220 2.5460 -2.7457
H 4.7466 0.9349 -0.6943
H 3.5236 -0.4513 0.8542
H 3.2605 -0.7969 2.8380
H 3.7358 -3.0735 3.5826
H 3.1193 -5.3716 3.8122
H 1.4648 -5.5546 4.3933
H 1.8610 -5.9614 2.7286
H -0.2288 -4.2397 2.5941
H -1.8582 -3.9613 1.3958
H -3.5398 -3.1491 3.8200
H -3.2367 -4.7807 3.2409
H -1.9310 -3.8392 3.9731
H -4.4528 -2.3692 1.5870
H -3.5851 -2.7652 0.1187
H -4.3068 -4.0632 1.0995
H -1.3190 0.2574 3.0105
H -4.0402 -1.0409 3.4998
H -3.5676 0.6003 3.9344
H -3.6795 0.1338 2.2233
H -2.1626 -1.8463 5.0427
H -0.4779 -1.5102 4.6273
H -1.4936 -0.2434 5.3186
C -3.2487 -2.2407 -2.5350
C -3.5904 -0.7741 -2.7670
C -4.1669 -0.0857 -1.6102
N -4.6261 0.5325 -0.7532
H -2.8364 -2.6437 -3.4605
H -4.1311 -2.8200 -2.2537
H -2.4838 -2.3300 -1.7640
H -4.3165 -0.6726 -3.5796
H -2.6944 -0.2304 -3.0845
O -0.2221 -0.8569 -2.4342
C -0.0585 -0.4104 -3.5805
O -0.8860 -0.1633 -4.4841
C 1.4173 -0.1546 -3.9561
C 1.7356 0.5165 -5.1283
C 3.0666 0.7368 -5.4376
C 4.1067 0.2970 -4.6416
C 3.7467 -0.3793 -3.4923
C 2.4336 -0.5962 -3.1168
N 4.8365 -0.8908 -2.6362
O 5.9713 -0.5009 -2.8711
O 4.5514 -1.6753 -1.7597
N 3.4085 1.4625 -6.6757
O 4.5893 1.6379 -6.9296
O 2.4994 1.8302 -7.3952
H 0.9308 0.8469 -5.7682
H 5.1378 0.4730 -4.8975
H 2.1694 -1.0759 -2.1842
*
```

2.
Molecular formula: C36H48N7O11
Method: DFT, wB97M-V/def2-TZVPD

## Properties
Kohn-Sham gap = 6.33 eV

Structure (ORCA input):
```
! wB97M-V def2-TZVPD RIJCOSX def2/J DEFGRID3
* xyz 1 1
C -1.3470 2.0407 1.6297
C 0.0185 1.9794 0.8771
O 0.1843 3.2010 0.1629
C 0.5493 2.9805 -1.1908
C -0.6613 2.5332 -2.0814
O -0.6505 1.0981 -2.1936
C -1.9634 0.5909 -2.0455
C -2.0801 -0.8992 -2.4368
O -0.9795 -1.6838 -1.9769
C -0.8129 -2.7434 -2.8760
N 0.3030 -3.6358 -2.4899
C 0.0725 -4.2607 -1.2548
N -0.6870 -5.3654 -1.1034
N 0.6639 -3.7658 -0.1429
C 2.1394 -3.5104 -0.3233
C 2.6421 -2.5701 0.8419
C 2.3536 -1.1013 0.3872
C 4.1474 -2.8807 1.1276
H -1.6007 1.0560 2.0702
H -2.1450 2.2800 0.8979
H -1.2629 2.8110 2.4181
H 0.1002 1.0737 0.2439
H 0.8224 1.8944 1.6493
H 1.2695 2.1262 -1.2475
H 1.0840 3.8536 -1.6079
H -0.5580 3.0253 -3.0727
H -1.5967 2.9098 -1.6238
H -2.4141 0.8108 -1.0480
H -2.6081 1.1463 -2.7733
H -3.0555 -1.2703 -2.0404
H -2.1995 -0.9302 -3.5459
H -0.5342 -2.3082 -3.8660
H -1.7703 -3.2950 -3.0601
H 0.2832 -4.3922 -3.1841
H -0.6015 -6.1117 -1.7854
H -1.2847 -5.4958 -0.2927
H 0.6188 -4.4968 0.5688
H 2.7044 -4.4654 -0.3241
H 2.3745 -2.9969 -1.2687
H 2.0260 -2.8411 1.7207
H 2.3928 -0.9639 -0.7109
H 3.1591 -0.4545 0.7980
H 1.3815 -0.7765 0.8033
H 4.2924 -3.9725 1.2437
H 4.4436 -2.3315 2.0405
H 4.8120 -2.5675 0.2934
C 1.1683 0.3721 -7.2877
C 1.7041 1.4277 -8.0138
C 2.2166 2.5345 -7.3539
C 2.1901 2.5687 -5.9694
C 1.6516 1.5250 -5.2337
C 1.1384 0.4229 -5.8996
N 2.7543 3.7292 -5.2656
O 3.2003 4.6368 -5.9378
O 2.7424 3.7085 -4.0481
H 0.7734 -0.4938 -7.8057
H 1.7248 1.3864 -9.0951
H 2.6323 3.3532 -7.9252
H 1.6272 1.5559 -4.1523
H 0.7174 -0.3999 -5.3352
C -1.6819 -5.5588 4.9605
C -1.3152 -4.3801 4.3216
C 0.0251 -4.0622 4.1714
C 0.9885 -4.9318 4.6595
C 0.6365 -6.1064 5.3043
C -0.7075 -6.4187 5.4547
N 2.4082 -4.6013 4.4754
O 2.6684 -3.5477 3.9177
O 3.2349 -5.3922 4.8803
H -2.7301 -5.8082 5.0736
H -2.0724 -3.7109 3.9404
H 0.3025 -3.1420 3.6740
H 1.3895 -6.7811 5.6888
H -0.9960 -7.3343 5.9546
C -7.6073 -0.3942 2.3710
C -6.5149 0.0371 1.6287
C -5.2301 -0.2991 2.0255
C -5.0540 -1.0704 3.1640
C -6.1353 -1.5002 3.9167
C -7.4175 -1.1581 3.5156
N -3.6970 -1.4479 3.5729
O -2.7659 -1.0394 2.9009
O -3.5729 -2.1520 4.5590
H -8.6105 -0.1345 2.0558
H -6.6663 0.6339 0.7385
H -4.3838 0.0406 1.4434
H -5.9950 -2.0974 4.8073
H -8.2705 -1.4897 4.0932
C 4.2687 8.5087 0.7708
C 3.0376 8.9747 1.2132
C 1.9770 8.0944 1.3685
C 2.1640 6.7519 1.0822
C 3.3855 6.2769 0.6333
C 4.4413 7.1622 0.4771
N 1.0486 5.8107 1.2698
O -0.0197 6.2663 1.6469
O 1.2479 4.6323 1.0405
H 5.0971 9.1972 0.6554
H 2.9054 10.0248 1.4400
H 1.0210 8.4638 1.7132
H 3.5280 5.2293 0.4058
H 5.4012 6.8022 0.1297
*
```